1.
{"formula": "C39H91N13O13", "method": "ωB97M-V/def2-TZVPD", "gap_ev": 9.39, "e_homo_ev": -8.9, "lumo_energy_ev": 0.45, "species": ["C", "O", "N", "C", "C", "H", "H", "H", "H", "H", "H", "H", "C", "O", "N", "C", "C", "H", "H", "H", "H", "H", "H", "H", "C", "O", "N", "C", "C", "H", "H", "H", "H", "H", "H", "H", "C", "O", "N", "C", "C", "H", "H", "H", "H", "H", "H", "H", "C", "O", "N", "C", "C", "H", "H", "H", "H", "H", "H", "H", "C", "O", "N", "C", "C", "H", "H", "H", "H", "H", "H", "H", "C", "O", "N", "C", "C", "H", "H", "H", "H", "H", "H", "H", "C", "O", "N", "C", "C", "H", "H", "H", "H", "H", "H", "H", "C", "O", "N", "C", "C", "H", "H", "H", "H", "H", "H", "H", "C", "O", "N", "C", "C", "H", "H", "H", "H", "H", "H", "H", "C", "O", "N", "C", "C", "H", "H", "H", "H", "H", "H", "H", "C", "O", "N", "C", "C", "H", "H", "H", "H", "H", "H", "H", "C", "O", "N", "C", "C", "H", "H", "H", "H", "H", "H", "H"], "xyz": [[11.7176, 0.3110, 1.9204], [10.6042, -0.2362, 2.2091], [12.6592, 0.5377, 2.7843], [14.0456, 0.7534, 2.3641], [12.5347, 0.3624, 4.2056], [11.9089, 0.5814, 0.8704], [14.4176, 1.6990, 2.7586], [14.1139, 1.0727, 1.3241], [14.7151, -0.1042, 2.4291], [13.3515, -0.3100, 4.4679], [12.5227, 1.2964, 4.7674], [11.5994, -0.1451, 4.4415], [3.1189, -6.3248, -4.3839], [4.3755, -6.3670, -4.3978], [2.2789, -7.3281, -3.8420], [0.8461, -7.1579, -3.5353], [2.8106, -8.6801, -3.3486], [2.6459, -5.4039, -4.7589], [0.7222, -7.1553, -2.4524], [0.0420, -7.7697, -3.9442], [0.5339, -6.1776, -3.8954], [3.8659, -8.8994, -3.5109], [2.4450, -8.8197, -2.3313], [2.2697, -9.4552, -3.8914], [6.9466, -6.7623, 7.0310], [7.9311, -6.6520, 7.8175], [6.3798, -7.9952, 6.6254], [5.1817, -8.1271, 5.7254], [6.9911, -9.1849, 7.1041], [6.3802, -5.9536, 6.5438], [4.3062, -8.1865, 6.3720], [5.2760, -9.0184, 5.1050], [5.2175, -7.1665, 5.2115], [7.1459, -9.8667, 6.2678], [7.9697, -9.1457, 7.5825], [6.2214, -9.5833, 7.7651], [4.7961, 2.9655, 6.4532], [3.9667, 2.1492, 6.7948], [4.6319, 4.2633, 6.2632], [5.7437, 5.1422, 5.7611], [3.4348, 4.9840, 6.6961], [5.7815, 2.5198, 6.2469], [6.4466, 5.4139, 6.5487], [5.4511, 6.0826, 5.2941], [6.2081, 4.6058, 4.9337], [2.9832, 5.5520, 5.8828], [2.6354, 4.4535, 7.2136], [3.6703, 5.7575, 7.4271], [3.0572, 3.8507, -9.7100], [3.0884, 4.9555, -9.2162], [3.2795, 2.7580, -8.9375], [2.9319, 2.8063, -7.4641], [3.1099, 1.4903, -9.6031], [3.0573, 3.6050, -10.7833], [1.8824, 2.9625, -7.2149], [3.4325, 3.6762, -7.0388], [3.4140, 1.9646, -6.9669], [3.2820, 0.5526, -9.0746], [2.1555, 1.2508, -10.0720], [3.8919, 1.4350, -10.3603], [-7.2861, -2.2182, -2.6276], [-6.2304, -2.7517, -2.3857], [-8.0600, -1.4784, -1.8855], [-9.2196, -0.7827, -2.4863], [-7.4932, -0.8354, -0.6850], [-7.8053, -2.5039, -3.5555], [-9.6971, -1.2676, -3.3378], [-8.8365, 0.1723, -2.8459], [-9.9040, -0.6626, -1.6465], [-6.9157, -1.5683, -0.1216], [-6.7785, -0.0456, -0.9162], [-8.3113, -0.5873, -0.0088], [-0.2785, 0.5809, 2.0756], [-0.7855, 1.6376, 2.1977], [0.0924, -0.0325, 0.9489], [1.0762, -1.1697, 0.9065], [-0.0375, 0.6422, -0.3085], [0.0082, -0.0014, 2.9649], [0.5961, -1.9411, 1.5086], [2.0511, -0.7345, 1.1262], [1.0575, -1.5157, -0.1270], [-0.5926, 0.0750, -1.0556], [-0.5913, 1.5791, -0.2468], [0.9721, 0.8101, -0.6836], [-5.3118, 4.5598, -8.5649], [-5.7091, 3.9145, -9.5605], [-4.2019, 5.3718, -8.7070], [-3.8284, 6.1203, -7.4850], [-3.5763, 5.9170, -9.9639], [-5.6866, 4.4672, -7.5338], [-2.8546, 6.6069, -7.5405], [-3.8917, 5.4926, -6.5961], [-4.4995, 6.9418, -7.2342], [-3.3139, 5.1016, -10.6379], [-4.1280, 6.7629, -10.3739], [-2.6296, 6.3415, -9.6297], [-3.8200, -7.0548, 4.9899], [-2.9511, -6.5620, 5.6645], [-4.4765, -8.1178, 5.3350], [-4.6238, -8.5474, 6.7882], [-5.2052, -9.0351, 4.4056], [-4.0586, -6.6111, 4.0110], [-3.9449, -9.3418, 7.0982], [-5.5224, -9.0955, 7.0716], [-4.6176, -7.6897, 7.4608], [-5.1849, -8.7306, 3.3591], [-4.6911, -9.9845, 4.2561], [-6.2534, -9.1730, 4.6710], [-3.0848, -2.1037, -9.9241], [-2.4233, -2.1434, -8.8664], [-2.6978, -2.4156, -11.1635], [-3.4815, -2.0888, -12.3186], [-1.7451, -3.4408, -11.4120], [-4.1215, -1.7430, -10.0095], [-4.3695, -2.7112, -12.4285], [-2.8614, -2.3660, -13.1711], [-3.8547, -1.0805, -12.4981], [-2.2777, -4.3125, -11.7922], [-1.0987, -3.1517, -12.2407], [-0.9939, -3.5474, -10.6294], [-5.5415, -0.0268, 8.3080], [-6.6195, -0.4578, 7.8657], [-5.3861, 0.8887, 9.3021], [-4.0954, 1.3365, 9.7203], [-6.5178, 1.5473, 9.8863], [-4.6111, -0.2154, 7.7503], [-3.2442, 1.1100, 9.0782], [-3.9018, 0.8914, 10.6962], [-4.1307, 2.4200, 9.8335], [-6.5703, 2.5587, 9.4833], [-7.4639, 1.0095, 9.9471], [-6.3293, 1.7863, 10.9329], [-10.6384, 3.8359, 4.6522], [-11.8218, 3.8567, 5.1167], [-10.1863, 4.6591, 3.6653], [-8.8665, 4.6067, 3.1824], [-11.0369, 5.6375, 3.1139], [-9.7946, 3.1798, 4.9162], [-8.8296, 4.5050, 2.0978], [-8.2821, 3.7558, 3.5324], [-8.2406, 5.4724, 3.3995], [-11.4139, 5.2461, 2.1690], [-11.9378, 5.8644, 3.6840], [-10.6631, 6.6548, 2.9978], [6.8098, 7.5324, -0.5916], [6.4721, 6.3943, -0.8974], [5.9165, 8.5387, -0.5571], [6.2358, 9.9383, -0.3387], [4.4282, 8.3069, -0.4605], [7.8818, 7.7401, -0.4509], [7.3111, 10.1165, -0.3256], [5.9699, 10.3693, 0.6265], [5.6367, 10.4957, -1.0587], [3.8195, 8.9056, 0.2171], [3.9666, 8.4744, -1.4336], [4.2114, 7.2792, -0.1694]], "lowdin_charge": [-0.328, -0.049, -0.199, -0.058, -0.041, 0.136, 0.090, 0.080, 0.095, 0.092, 0.094, 0.088, -0.276, -0.038, -0.170, -0.085, -0.026, 0.126, 0.082, 0.082, 0.077, 0.081, 0.074, 0.073, -0.262, -0.037, -0.222, -0.023, -0.090, 0.123, 0.083, 0.084, 0.078, 0.082, 0.090, 0.093, -0.390, 0.009, -0.163, -0.036, -0.056, 0.136, 0.083, 0.081, 0.084, 0.084, 0.087, 0.080, -0.353, 0.022, -0.175, -0.023, -0.106, 0.136, 0.087, 0.076, 0.083, 0.084, 0.084, 0.083, -0.422, 0.027, -0.188, -0.038, -0.033, 0.131, 0.086, 0.088, 0.084, 0.087, 0.095, 0.085, -0.413, 0.046, -0.200, -0.019, -0.076, 0.135, 0.090, 0.094, 0.079, 0.088, 0.086, 0.090, -0.296, -0.029, -0.177, -0.086, -0.022, 0.131, 0.079, 0.077, 0.078, 0.087, 0.088, 0.069, -0.420, 0.021, -0.146, -0.024, -0.051, 0.138, 0.080, 0.073, 0.088, 0.077, 0.082, 0.083, -0.324, -0.005, -0.214, -0.072, -0.066, 0.134, 0.090, 0.084, 0.094, 0.099, 0.083, 0.098, -0.313, -0.018, -0.213, -0.072, -0.059, 0.132, 0.092, 0.091, 0.088, 0.094, 0.097, 0.082, -0.266, -0.035, -0.219, -0.090, -0.075, 0.131, 0.091, 0.089, 0.092, 0.098, 0.089, 0.093, -0.343, -0.006, -0.171, -0.081, -0.032, 0.135, 0.084, 0.079, 0.088, 0.081, 0.085, 0.082]}

=====

2.
{"formula": "C39H91N13O13", "method": "ωB97M-V/def2-TZVPD", "gap_ev": 6.32, "e_homo_ev": -7.1, "lumo_energy_ev": -0.73, "species": ["C", "C", "O", "N", "C", "H", "H", "H", "H", "H", "H", "H", "C", "C", "O", "N", "C", "H", "H", "H", "H", "H", "H", "H", "C", "C", "O", "N", "C", "H", "H", "H", "H", "H", "H", "H", "C", "C", "O", "N", "C", "H", "H", "H", "H", "H", "H", "H", "C", "C", "O", "N", "C", "H", "H", "H", "H", "H", "H", "H", "C", "C", "O", "N", "C", "H", "H", "H", "H", "H", "H", "H", "C", "C", "O", "N", "C", "H", "H", "H", "H", "H", "H", "H", "C", "C", "O", "N", "C", "H", "H", "H", "H", "H", "H", "H", "C", "C", "O", "N", "C", "H", "H", "H", "H", "H", "H", "H", "C", "C", "O", "N", "C", "H", "H", "H", "H", "H", "H", "H", "C", "C", "O", "N", "C", "H", "H", "H", "H", "H", "H", "H", "C", "C", "O", "N", "C", "H", "H", "H", "H", "H", "H", "H", "C", "C", "O", "N", "C", "H", "H", "H", "H", "H", "H", "H"], "xyz": [[19.4359, -24.1829, 21.7138], [18.5405, -25.1492, 20.9262], [18.1020, -24.8945, 19.8437], [18.2110, -26.3042, 21.5406], [17.3036, -27.2157, 20.8774], [19.4864, -23.2024, 21.2403], [20.4301, -24.6005, 21.8724], [19.0465, -23.9229, 22.6982], [18.7258, -26.5440, 22.3759], [17.1444, -28.1219, 21.4619], [17.7716, -27.5743, 19.9606], [16.3612, -26.6846, 20.7441], [13.2878, -21.0166, 24.1924], [12.9686, -20.3889, 22.8973], [11.9966, -19.6427, 22.7296], [13.6392, -20.6764, 21.7858], [14.7995, -21.6245, 21.6973], [12.4542, -21.5808, 24.6105], [13.6697, -20.3590, 24.9733], [14.0380, -21.7881, 24.0186], [13.3556, -20.1845, 20.9505], [14.4989, -22.6719, 21.6699], [15.6268, -21.5411, 22.4022], [15.2318, -21.5394, 20.7003], [15.5368, -18.7099, 19.1046], [14.5235, -19.8567, 19.4129], [13.5131, -19.5948, 20.0854], [14.7628, -21.0571, 18.9614], [13.9218, -22.2354, 19.1646], [15.0598, -17.9630, 18.4700], [16.4191, -18.9819, 18.5252], [15.9529, -18.2759, 20.0138], [15.6266, -21.2260, 18.4660], [12.9370, -21.9514, 19.5355], [14.3924, -22.8960, 19.8928], [13.8033, -22.8872, 18.2991], [20.1650, -23.6194, 15.4794], [20.7666, -23.8373, 16.8460], [21.7862, -23.3201, 17.2638], [20.0397, -24.5409, 17.6639], [20.2858, -24.9926, 19.0168], [19.2797, -24.2298, 15.3010], [20.9122, -23.9504, 14.7582], [20.0132, -22.5512, 15.3239], [19.2465, -24.9936, 17.2327], [19.9128, -26.0154, 19.0705], [19.7844, -24.4180, 19.7957], [21.3263, -24.8237, 19.2940], [18.9430, -20.5448, 16.9120], [17.7139, -20.1075, 16.2110], [17.7554, -19.3846, 15.2192], [16.6125, -20.6748, 16.6630], [15.2969, -20.3386, 16.2884], [19.1536, -19.9638, 17.8099], [19.7403, -20.6816, 16.1815], [18.9005, -21.5306, 17.3751], [16.7703, -21.3241, 17.4203], [15.1358, -20.0937, 15.2386], [14.8395, -19.5801, 16.9237], [14.5483, -21.1242, 16.3912], [20.1258, -22.9588, 26.0041], [19.8892, -22.9758, 24.4786], [19.1251, -23.7964, 23.9831], [20.6325, -22.1331, 23.7451], [20.5442, -22.1724, 22.2843], [19.4067, -22.2969, 26.4866], [21.1502, -22.7324, 26.2999], [20.0093, -23.9812, 26.3634], [21.4453, -21.6872, 24.1459], [20.9772, -23.0910, 21.8884], [21.1372, -21.3563, 21.8713], [19.4793, -22.0934, 22.0656], [17.5952, -15.9757, 21.1405], [18.0255, -17.3854, 21.1978], [18.6208, -17.7555, 22.1944], [17.8026, -18.1285, 20.1491], [18.2696, -19.5880, 20.1281], [16.8922, -15.8222, 20.3217], [18.4649, -15.3344, 20.9972], [17.0784, -15.7367, 22.0700], [17.4807, -17.7128, 19.2867], [19.3243, -19.6956, 20.3812], [18.1143, -20.0359, 19.1466], [17.6953, -20.2033, 20.8206], [17.7420, -21.8203, 20.8855], [17.3104, -22.0262, 19.5028], [16.9481, -21.0555, 18.8417], [17.4112, -23.3172, 19.0100], [17.0920, -23.7279, 17.6508], [17.1017, -21.0499, 21.3152], [18.7786, -21.5404, 21.0733], [17.6417, -22.6909, 21.5336], [17.5402, -24.1393, 19.5824], [17.8145, -24.4336, 17.2407], [17.2044, -22.8562, 17.0062], [16.1074, -24.1916, 17.5910], [14.9044, -23.5849, 16.3703], [14.2339, -22.6873, 15.3590], [13.0064, -22.4960, 15.3996], [15.0223, -22.1627, 14.3899], [14.5925, -21.3252, 13.2256], [15.6804, -22.9849, 16.8458], [15.3844, -24.4504, 15.9137], [14.2131, -23.8393, 17.1737], [15.9863, -22.4554, 14.4606], [13.5237, -21.2887, 13.0146], [15.0474, -21.7628, 12.3369], [15.0601, -20.3510, 13.3678], [16.4840, -16.2817, 24.2130], [15.7726, -17.5059, 23.7966], [14.5759, -17.6376, 24.0021], [16.4980, -18.4467, 23.1345], [16.0705, -19.7025, 22.5804], [16.2653, -16.0380, 25.2526], [16.0948, -15.4387, 23.6420], [17.5631, -16.3455, 24.0737], [17.4967, -18.3138, 23.2051], [16.3030, -20.5864, 23.1744], [16.6202, -19.8337, 21.6484], [15.0148, -19.7056, 22.3090], [14.7614, -24.8092, 20.1728], [14.2343, -24.9382, 18.7554], [13.2495, -24.2864, 18.4390], [14.9280, -25.6911, 17.9148], [16.2675, -26.2910, 18.0576], [14.1130, -24.2094, 20.8115], [15.7439, -24.3395, 20.2191], [14.8231, -25.7596, 20.7030], [14.4885, -25.8897, 17.0274], [16.8092, -26.0083, 17.1550], [16.2077, -27.3740, 17.9492], [16.7447, -26.0042, 18.9946], [19.7458, -21.5204, 18.4544], [20.7184, -21.8294, 19.5588], [20.5635, -21.3517, 20.6684], [21.6677, -22.6714, 19.2303], [22.6828, -23.1833, 20.1381], [19.1353, -22.3933, 18.2233], [20.2187, -21.0556, 17.5893], [19.0618, -20.8079, 18.9153], [21.6013, -23.1771, 18.3585], [22.4378, -24.1793, 20.5071], [22.7732, -22.5155, 20.9948], [23.6740, -23.1509, 19.6858], [16.7415, -26.4436, 15.7399], [18.2395, -26.1710, 15.9721], [18.5764, -25.6527, 17.0381], [19.0506, -26.5154, 14.9819], [20.4883, -26.3581, 15.0644], [16.5674, -26.9988, 14.8182], [16.2178, -25.4876, 15.7474], [16.2059, -27.0022, 16.5075], [18.6252, -26.9188, 14.1594], [20.7945, -26.0364, 16.0598], [20.7897, -25.6684, 14.2760], [20.9630, -27.3264, 14.9063]], "lowdin_charge": [-0.052, -0.415, 0.023, 0.085, -0.045, 0.040, 0.125, -0.028, 0.157, 0.101, 0.091, 0.055, 0.003, -0.564, 0.021, 0.026, -0.106, 0.085, 0.087, 0.061, -0.169, 0.072, 0.042, 0.055, 0.046, -0.396, 0.136, 0.036, -0.014, 0.105, 0.063, 0.073, 0.037, 0.143, 0.025, 0.042, 0.055, -0.493, 0.120, 0.067, -0.001, 0.077, 0.081, 0.095, -0.264, 0.119, 0.057, 0.083, -0.090, -0.509, 0.037, 0.020, -0.066, 0.110, 0.125, 0.019, 0.035, 0.078, 0.089, 0.068, 0.012, -0.468, 0.039, 0.098, -0.207, 0.085, 0.072, 0.077, 0.142, 0.070, 0.085, 0.070, 0.029, -0.598, 0.009, 0.043, -0.024, 0.088, 0.101, 0.050, 0.123, 0.120, 0.047, 0.013, -0.026, -0.380, -0.140, 0.118, -0.052, 0.040, 0.079, 0.130, -0.224, 0.057, 0.103, 0.045, -0.046, -0.540, 0.045, -0.015, -0.028, 0.048, 0.070, 0.047, 0.133, 0.091, 0.075, 0.073, -0.020, -0.540, 0.056, 0.046, -0.073, 0.091, 0.084, 0.078, 0.074, 0.102, 0.052, 0.082, 0.022, -0.503, 0.006, 0.043, -0.095, 0.085, 0.086, 0.089, 0.158, -0.016, 0.122, 0.066, -0.144, -0.394, -0.109, 0.045, -0.032, 0.106, 0.101, 0.036, -0.149, 0.074, 0.087, 0.094, -0.020, -0.340, 0.058, 0.082, -0.025, 0.114, 0.072, 0.065, 0.160, 0.103, 0.089, 0.105]}

=====

Of all the structures shown, which is most stable? 1, and 2 is the least stable.